Below is one molecule with the formula C2H3ClOS, with properties calculated with the ωB97M-V functional and the def2-TZVPD basis.

Each line ends with the Löwdin charge.
Positions of all 8 atoms, in Å:
C -0.37 0.41 -0.28  -0.856
C 0.30 -0.55 0.74  -0.577
H -0.39 1.00 -1.89  0.117
H -0.45 -0.64 1.59  0.108
H 1.13 -0.15 1.22  0.030
O -0.45 0.00 -1.57  -0.062
S -0.74 2.01 0.10  0.673
Cl 0.97 -2.08 0.10  0.566

Properties
ΔE to the lowest compared entry with this formula, charge and spin = 0.870 eV
maximum force = 3.5 eV/A
E_tot = -27526.727 eV
SMILES string = OC(=S)CCl

---

Below is C19H54FeN10O13V as an isolated structure, with properties calculated with the ωB97M-V functional and the def2-TZVPD basis.

Each line ends with the Löwdin spin population.
Positions of all 98 atoms, in Å:
Fe -0.56 -0.40 0.50  3.755
O -2.46 -3.43 2.78  -0.002
V -3.16 -2.18 2.11  0.007
O -4.40 -1.50 2.85  -0.001
C 0.07 0.67 4.18  0.000
C -0.87 -0.51 3.96  0.003
C -2.05 -0.47 4.92  0.001
O -1.29 -0.67 2.62  0.036
H -0.39 1.64 3.99  0.000
H 0.89 0.57 3.48  0.000
H 0.42 0.52 5.20  0.000
H -0.28 -1.38 4.27  0.001
H -2.65 0.40 4.70  0.000
H -1.74 -0.53 5.97  0.000
H -2.75 -1.31 4.90  0.000
C 2.06 -0.18 -1.95  0.001
C 1.75 -1.63 -1.50  0.009
C 3.13 -2.21 -1.29  0.002
O 0.84 -1.64 -0.41  0.074
H 2.69 -0.24 -2.83  0.000
H 2.63 0.21 -1.11  0.000
H 1.22 0.48 -2.14  0.000
H 1.43 -2.24 -2.35  0.001
H 3.88 -1.54 -0.89  0.000
H 3.38 -2.92 -2.07  0.000
H 3.19 -2.88 -0.43  0.000
O -1.24 0.94 -1.00  0.052
C -2.62 0.68 -1.16  0.004
C -3.17 -0.81 -0.73  0.003
O -2.41 -1.65 0.10  0.025
H -2.90 0.77 -2.21  0.000
H -3.19 1.51 -0.73  0.000
H -3.47 -1.21 -1.70  0.000
H -4.10 -0.80 -0.15  0.000
C 1.33 2.19 0.88  0.004
O 1.07 0.97 0.98  0.022
N 0.92 2.91 -0.11  0.000
N 2.14 2.86 1.57  0.002
H 1.17 3.89 -0.03  0.000
H 0.18 2.58 -0.71  0.000
H 2.42 3.79 1.30  0.000
H 2.71 2.31 2.19  0.000
C 1.16 -4.90 1.61  0.000
O 1.34 -5.88 2.34  0.000
N 0.13 -4.74 0.79  0.000
N 1.81 -3.84 1.52  0.000
H -0.64 -5.40 0.84  0.000
H 0.06 -3.91 0.23  0.000
H 2.55 -3.70 2.19  0.000
H 1.36 -3.18 0.90  0.000
C -1.71 -3.70 -3.60  0.000
O -1.61 -4.43 -4.62  0.000
N -2.50 -2.71 -3.51  0.000
N -0.74 -3.71 -2.76  0.000
H -3.06 -2.32 -4.26  0.000
H -2.44 -2.19 -2.65  0.000
H 0.17 -3.99 -3.08  0.000
H -0.74 -2.86 -2.21  0.000
C 0.27 3.40 -3.87  0.000
O 0.38 3.90 -5.01  0.000
N 1.06 3.69 -2.91  0.000
N -0.60 2.48 -3.50  0.001
H 1.80 4.35 -3.10  0.000
H 1.19 2.92 -2.27  0.000
H -0.67 2.17 -2.54  0.000
H -1.38 2.35 -4.12  0.000
C 4.13 -0.17 2.49  0.000
O 4.40 0.94 2.13  0.000
N 4.92 -0.89 3.21  0.000
N 3.14 -0.95 2.12  0.000
H 5.84 -0.56 3.46  0.000
H 4.61 -1.68 3.76  0.000
H 2.98 -1.85 2.56  0.000
H 2.49 -0.61 1.44  0.000
C -2.17 4.03 3.18  0.000
C -3.07 3.63 4.30  0.000
C -2.41 3.83 5.67  0.000
O -4.19 4.42 4.14  0.000
H -2.76 4.37 2.34  0.000
H -1.72 3.10 2.83  0.000
H -1.35 4.66 3.55  0.000
H -3.28 2.59 4.04  0.000
H -2.41 4.88 5.96  0.000
H -1.36 3.60 5.80  0.000
H -2.79 3.32 6.56  0.000
H -4.92 3.82 4.33  0.000
C 1.67 0.95 -5.83  0.000
C 1.07 -0.45 -5.72  0.000
C -0.29 -0.60 -5.10  0.000
O 0.75 -0.83 -7.03  0.000
H 2.03 1.30 -4.86  0.000
H 0.95 1.64 -6.26  0.000
H 2.59 0.88 -6.42  0.000
H 1.73 -1.24 -5.36  0.000
H -0.25 -0.16 -4.10  0.000
H -0.60 -1.63 -4.99  0.000
H -1.10 -0.02 -5.54  0.000
H 0.33 -1.69 -6.99  0.000

Properties
spin multiplicity = 5
maximum force = 8.0 eV/A
net charge = -1
E_tot = -122175.061 eV

---

Below is C6H14NO as an isolated structure, with properties calculated with the ωB97M-V functional and the def2-TZVPD basis.

Each line ends with the Löwdin spin population.
Positions of all 22 atoms, in Å:
C -0.08 -0.09 -1.69  0.029
C -1.56 -0.66 -1.62  0.002
C 0.72 -0.25 -0.31  0.074
N 0.99 -1.73 -0.01  0.154
C 1.06 -1.84 2.43  0.089
C 1.68 -1.33 1.13  0.534
C -0.96 2.88 0.02  0.000
O -2.00 1.97 -0.05  0.000
H 0.48 -0.73 -2.38  0.003
H -0.09 0.94 -2.03  0.003
H -1.49 -1.72 -1.40  0.000
H -2.00 -0.48 -2.60  0.001
H -2.05 -0.07 -0.83  0.000
H 0.08 0.28 0.42  0.004
H 1.61 0.29 -0.65  0.007
H -0.22 2.63 0.83  0.000
H 1.22 -2.96 2.51  0.038
H 0.00 -1.69 2.25  0.007
H 1.44 -1.31 3.33  0.003
H 2.77 -1.05 1.15  0.051
H -0.30 2.99 -0.88  0.000
H -1.30 3.92 0.38  0.000

Properties
spin multiplicity = 2
ΔE to the lowest compared entry with this formula, charge and spin = 3.120 eV
maximum force = 4.2 eV/A
net charge = -2
E_tot = -9979.260 eV

---

Below is a 9-piece molecular cluster, C35H53N6O5S2 overall, with properties calculated with the ωB97M-V functional and the def2-TZVPD basis.

Each line ends with the Löwdin charge.
Positions of all 101 atoms, in Å:
C 1.36 0.41 -0.77  -0.070
C 0.12 -0.47 -0.54  -0.594
C -0.72 0.20 0.57  -0.067
O -0.63 -0.55 -1.70  -0.322
H 1.98 0.37 0.14  0.066
H 1.05 1.45 -0.91  0.042
H 1.93 0.09 -1.64  0.055
H 0.42 -1.47 -0.19  0.092
H -1.70 -0.26 0.70  0.059
H -0.92 1.23 0.27  0.063
H -0.21 0.20 1.54  0.044
C -3.34 2.06 2.17  -0.198
C -3.35 3.18 1.13  -0.232
C -3.10 4.53 1.78  -0.202
S -2.02 4.15 3.23  0.699
O -2.66 4.51 4.47  -0.344
O -0.67 4.63 2.97  -0.364
C -2.13 2.32 3.07  -0.191
H -3.36 1.03 1.79  0.100
H -4.27 2.13 2.74  0.119
H -4.27 3.33 0.55  0.112
H -2.57 2.93 0.41  0.094
H -4.02 4.93 2.21  0.097
H -2.70 5.27 1.09  0.098
H -2.19 2.06 4.12  0.099
H -1.17 2.02 2.65  0.063
C 5.54 -2.67 -1.04  -0.214
C 4.23 -2.44 -0.24  -0.198
C 3.12 -3.15 -1.00  -0.218
S 3.59 -3.34 -2.75  0.680
O 2.80 -2.51 -3.64  -0.325
O 3.68 -4.77 -2.97  -0.330
C 5.17 -2.52 -2.50  -0.248
H 5.95 -3.65 -0.81  0.115
H 6.27 -1.89 -0.82  0.113
H 4.03 -1.36 -0.18  0.105
H 4.39 -2.74 0.79  0.109
H 2.10 -2.76 -0.96  0.085
H 2.98 -4.17 -0.64  0.097
H 5.08 -1.45 -2.71  0.084
H 5.86 -2.90 -3.26  0.106
N 4.18 1.73 -4.57  0.008
C 4.24 3.10 -4.70  -0.138
C 3.91 3.63 -3.47  -0.116
C 3.69 2.56 -2.59  -0.120
C 3.83 1.39 -3.30  -0.137
H 4.25 1.03 -5.29  0.144
H 4.49 3.64 -5.59  0.097
H 3.86 4.65 -3.12  0.090
H 3.56 2.62 -1.52  0.092
H 3.83 0.37 -2.98  0.083
N -0.93 2.52 -2.25  0.052
C -1.88 2.90 -3.17  -0.168
C -2.03 4.25 -3.14  -0.126
C -1.18 4.72 -2.13  -0.147
C -0.51 3.66 -1.59  -0.146
H -0.55 1.57 -2.25  0.108
H -2.37 2.23 -3.86  0.112
H -2.73 4.80 -3.76  0.085
H -1.09 5.71 -1.70  0.087
H 0.28 3.67 -0.86  0.100
N 0.77 -5.35 3.63  0.001
C -0.26 -4.47 3.89  -0.128
C -0.06 -3.35 3.11  -0.109
C 1.11 -3.58 2.36  -0.127
C 1.65 -4.76 2.77  -0.146
H 0.87 -6.24 4.09  0.135
H -1.05 -4.82 4.53  0.102
H -0.76 -2.52 3.06  0.095
H 1.49 -2.88 1.63  0.077
H 2.50 -5.29 2.37  0.102
N -3.46 -0.27 -1.11  0.044
C -4.29 -1.15 -0.43  -0.125
C -5.49 -0.50 -0.18  -0.124
C -5.40 0.78 -0.79  -0.142
C -4.13 0.90 -1.28  -0.168
H -2.48 -0.49 -1.31  0.084
H -4.02 -2.18 -0.29  0.087
H -6.30 -0.77 0.47  0.076
H -6.15 1.55 -0.81  0.081
H -3.65 1.69 -1.83  0.084
N 1.11 2.59 4.13  0.009
C 1.05 2.00 5.36  -0.138
C 1.20 0.65 5.18  -0.115
C 1.38 0.40 3.80  -0.112
C 1.37 1.63 3.18  -0.161
H 0.88 3.54 3.89  0.108
H 0.86 2.63 6.21  0.105
H 1.15 -0.17 5.88  0.086
H 1.49 -0.53 3.28  0.079
H 1.54 1.93 2.16  0.108
N -1.93 -3.03 -1.61  0.015
C -2.77 -3.62 -2.52  -0.133
C -3.33 -4.73 -1.91  -0.133
C -2.80 -4.80 -0.61  -0.149
C -1.84 -3.83 -0.50  -0.151
H -1.36 -2.20 -1.84  0.089
H -2.98 -3.10 -3.44  0.104
H -4.11 -5.36 -2.30  0.076
H -3.06 -5.51 0.17  0.082
H -1.27 -3.48 0.34  0.091

Properties
maximum force = 1.8 eV/A
net charge = -1
E_tot = -78002.726 eV

---

Q: Among the records above, which one has the highest maximum force?
A: C19H54FeN10O13V